DFT (ωB97M-V/def2-TZVPD) results for a molecular structure, C18H19N4O4ReSTe at a distorted geometry.

The frontier orbital gap (spin up / spin down) comes out at 6.22 / 6.70 eV. As for the LUMO energy (spin up / spin down): -0.4488 / -0.4257 hartree. The calculation puts the HOMO energy (spin up / spin down) at -18.435 / -18.283 eV. The expectation value of S² is 0.84. As for the charge: +3. The spin multiplicity is 2.

Structure (XYZ):
```
48
Properties=species:S:1:pos:R:3:mulliken_spin:R:1
Re -1.377 0.139 0.322 1.19
C -1.086 -2.090 -4.308 0.00
N -2.276 -1.514 -3.684 0.00
C -3.425 -1.135 -4.327 -0.01
C -4.276 -0.644 -3.399 0.00
N -3.642 -0.726 -2.171 0.00
C -2.404 -1.245 -2.381 0.01
S -1.169 -1.568 -1.218 -0.05
C -4.238 -0.355 -0.943 0.01
C -5.622 -0.347 -0.868 0.00
C -6.256 0.065 0.291 0.00
C -5.474 0.430 1.381 -0.01
C -4.110 0.359 1.248 -0.02
N -3.470 -0.020 0.115 -0.01
H -1.317 -2.357 -5.335 0.00
H -0.768 -2.981 -3.771 0.00
H -0.275 -1.363 -4.305 0.00
H -3.560 -1.247 -5.391 0.00
H -5.256 -0.226 -3.542 0.00
H -6.213 -0.699 -1.701 0.00
H -7.336 0.096 0.345 0.00
H -5.918 0.736 2.318 0.00
H -3.480 0.606 2.099 0.01
O 1.026 1.886 2.631 0.00
C 0.651 1.849 1.491 -0.01
O 0.468 0.635 0.864 0.05
C 0.119 2.980 0.705 0.01
C -0.106 4.249 1.243 0.00
C -0.938 5.134 0.570 0.00
C -1.661 4.729 -0.554 0.00
C -1.430 3.464 -1.064 0.00
C -0.455 2.640 -0.520 -0.02
N -2.301 2.841 -2.049 0.00
O -2.881 3.493 -2.861 0.00
O -2.407 1.597 -1.951 0.00
H 0.347 4.510 2.191 0.00
H -1.075 6.134 0.959 0.00
H -2.404 5.372 -1.010 0.00
H -0.104 1.788 -1.095 0.01
C -0.918 -2.849 2.395 0.00
Te -0.116 -0.878 2.677 -0.18
C 1.846 -1.574 2.316 0.01
H -0.502 -3.458 3.200 -0.01
H -0.606 -3.263 1.440 0.00
H -2.003 -2.850 2.481 0.00
H 1.854 -2.048 1.336 0.00
H 2.074 -2.305 3.092 0.00
H 2.545 -0.743 2.365 0.00
```

DFT (ωB97M-V/def2-TZVPD) results for a molecular structure, C37H56O3PPtSSi4.

The frontier orbital gap comes out at 6.84 eV. As for the LUMO energy: -0.0966 hartree. The calculation puts the HOMO energy at -9.467 eV. As for the charge: +1.

Structure (XYZ):
```
103
Properties=species:S:1:pos:R:3:mulliken_charge:R:1
Pt 1.080 -0.980 -0.020 1.99
C 2.817 -2.359 -0.879 0.83
C 1.656 -3.193 -1.136 0.50
C 1.037 -3.447 0.073 0.74
C 1.807 -2.770 1.132 1.22
C 2.955 -2.181 0.527 -0.20
C 4.157 -1.628 1.225 -1.83
C 1.701 -3.061 2.595 -1.02
C -0.157 -4.323 0.260 -1.22
C 1.197 -3.667 -2.478 -1.85
C 3.918 -2.141 -1.859 -1.63
H 4.675 -0.901 0.600 0.37
H 4.866 -2.425 1.464 0.34
H 3.890 -1.128 2.156 0.41
H 1.943 -4.112 2.784 0.35
H 0.709 -2.878 2.989 -0.31
H 2.409 -2.457 3.161 0.38
H -0.355 -4.514 1.311 0.26
H 0.015 -5.289 -0.220 0.49
H -1.051 -3.889 -0.190 -0.10
H 1.408 -4.731 -2.613 0.35
H 1.701 -3.131 -3.282 0.37
H 0.122 -3.527 -2.598 0.28
H 4.552 -3.032 -1.873 0.38
H 4.547 -1.298 -1.588 0.31
H 3.552 -1.984 -2.871 0.35
O -1.492 -1.815 -1.356 -0.40
S -2.273 -0.649 -1.566 0.70
O -3.647 -0.787 -1.914 -0.65
O -2.246 0.236 -0.157 -1.69
C -1.541 0.441 -2.763 -0.25
C -2.383 0.694 -3.848 -0.87
C -2.010 1.593 -4.828 -0.68
C -0.809 2.270 -4.707 -1.01
C 0.029 1.994 -3.643 -0.53
C -0.284 1.046 -2.665 0.32
P 1.035 0.804 -1.381 1.04
C 2.525 0.767 -2.437 0.88
C 3.743 1.161 -1.885 -0.68
C 4.901 1.148 -2.648 -0.97
C 4.864 0.701 -3.961 -0.77
C 3.668 0.250 -4.499 -0.75
C 2.505 0.280 -3.742 -1.14
C 0.993 2.524 -0.742 1.24
C -0.126 2.903 -0.002 0.36
C -0.306 4.216 0.401 -0.91
C 0.645 5.177 0.088 -1.01
C 1.757 4.815 -0.652 -0.87
C 1.924 3.503 -1.078 -0.71
H -3.339 0.197 -3.902 0.59
H -2.671 1.780 -5.664 0.44
H -0.514 3.004 -5.445 0.47
H 0.972 2.520 -3.575 0.53
H 3.792 1.478 -0.849 0.59
H 5.835 1.478 -2.211 0.46
H 5.767 0.690 -4.557 0.44
H 3.635 -0.125 -5.514 0.45
H 1.580 -0.068 -4.185 0.47
H -0.879 2.168 0.249 -0.63
H -1.187 4.494 0.964 0.51
H 0.512 6.201 0.409 0.43
H 2.499 5.557 -0.917 0.46
H 2.783 3.267 -1.687 0.51
C -1.708 -3.212 3.552 -1.49
Si -2.365 -1.941 2.333 1.75
C -3.488 -2.868 1.141 -1.17
C -3.430 -0.842 3.438 -1.48
Si -0.781 -0.462 1.240 -0.47
Si 0.102 1.044 2.972 1.33
C -0.701 2.533 3.799 -1.39
C 0.242 -0.195 4.383 -1.20
C 1.835 1.607 2.507 -0.73
Si -3.673 1.326 0.194 1.65
C -5.236 0.339 0.314 -1.29
C -3.214 2.129 1.776 -0.07
C -3.655 2.602 -1.156 -0.85
H -2.604 -3.702 3.946 0.48
H -1.171 -2.773 4.393 0.37
H -1.086 -3.990 3.120 0.39
H -3.177 -3.913 1.083 0.48
H -3.516 -2.483 0.124 0.10
H -4.508 -2.851 1.532 0.52
H -3.875 -1.479 4.207 0.53
H -4.254 -0.379 2.898 0.35
H -2.860 -0.062 3.946 0.25
H -1.604 2.284 4.358 0.35
H -0.917 3.374 3.147 0.35
H 0.049 2.881 4.516 0.46
H -0.731 -0.528 4.745 0.25
H 0.738 0.333 5.203 0.51
H 0.839 -1.074 4.149 0.25
H 1.856 2.668 2.249 0.26
H 2.250 1.035 1.676 -0.27
H 2.480 1.458 3.378 0.62
H -5.397 -0.019 1.330 0.34
H -5.321 -0.484 -0.385 0.32
H -6.055 1.035 0.100 0.49
H -3.508 1.591 2.671 0.39
H -3.784 3.067 1.756 0.55
H -2.168 2.403 1.838 -0.89
H -3.371 2.239 -2.136 0.08
H -2.984 3.418 -0.878 0.14
H -4.656 3.032 -1.258 0.55
```

DFT (ωB97M-V/def2-TZVPD) results for a molecular structure, C2H11N3O at a distorted geometry.

The frontier orbital gap comes out at 9.04 eV. As for the LUMO energy: 0.0309 hartree. The calculation puts the HOMO energy at -8.203 eV. As for the charge: 0.

Structure (XYZ):
```
17
Properties=species:S:1:pos:R:3:mulliken_charge:R:1
C -1.551 -0.157 0.400 -0.29
C 0.012 -0.151 1.422 -0.95
N 0.500 1.216 1.531 -0.49
O -1.483 0.661 -0.634 -0.72
H -0.322 0.506 -1.196 0.46
H 0.365 1.607 2.458 0.23
H 0.014 1.835 0.892 0.26
H -1.683 -1.223 0.156 0.25
H -2.251 0.172 1.175 0.35
H 0.843 -0.859 1.299 0.32
H -0.425 -0.508 2.361 0.37
N 0.904 0.114 -1.319 -0.19
N 1.148 -1.055 -2.136 -0.58
H 0.621 -0.943 -2.999 0.26
H 1.612 0.818 -1.510 0.32
H 0.947 -0.183 -0.261 0.13
H 0.750 -1.849 -1.640 0.28
```

The energy relative to the best compared isomer or geometry (same formula, charge and spin) results, record by record, are as follows: 2.8431, 0.2002, 2.9382 eV.